No. 1
DFT (the ωB97M-V functional and the def2-TZVPD basis) results for a 2-piece molecular cluster, C6H15N overall at a distorted geometry.

F_max, eV/Å: 5.23
Energy relative to the best compared isomer or geometry (same formula, charge and spin), kJ/mol: 320.9
Structure (SMILES): CCN(C)C.C=C

The geometry in XYZ format:
```
22
C6H15N the ωB97M-V functional and the def2-TZVPD basis
C 1.15530 1.11339 0.94343
C 0.16574 1.46892 -1.23219
N 0.38371 0.52692 -0.14402
C -2.12576 0.14893 0.88920
C -3.08680 -0.47763 0.23987
H -2.31741 0.57785 1.86655
H 2.15780 1.41702 0.61503
H 1.26383 0.38506 1.74323
H 0.60350 1.96625 1.33839
H -0.37760 2.33097 -0.84528
H -0.45124 0.99668 -1.99455
H 1.10840 1.78201 -1.69936
H -2.88826 -0.88807 -0.74561
H -4.08582 -0.60119 0.63972
C 1.27349 -1.90997 0.18945
C 1.28711 -0.73396 -0.76613
H 1.91226 -1.73324 1.05326
H 0.25885 -2.09684 0.55227
H 1.61920 -2.81954 -0.30445
H 2.31061 -0.40117 -0.98768
H 0.79463 -0.99546 -1.70437
H -0.96154 -0.05694 0.35326
```

=====

No. 2
DFT (the ωB97M-V functional and the def2-TZVPD basis) results for one molecule with the formula C4H8N2O at a distorted geometry.

F_max, eV/Å: 3.26
Energy relative to the best compared isomer or geometry (same formula, charge and spin), kJ/mol: 194.7
Structure (SMILES): [H]/N=C(N)/C(C)=C/O

The geometry in XYZ format:
```
15
C4H8N2O the ωB97M-V functional and the def2-TZVPD basis
C -0.52464 -0.84977 1.22511
C -0.07898 1.16218 -0.27718
C 0.21827 -0.24490 0.06165
N -1.34618 1.14407 -0.86076
C 1.24648 -0.85480 -0.55692
O 1.87923 -1.98660 -0.15249
N 0.81817 2.04259 -0.40299
H 1.39598 -2.40733 0.56574
H -2.05994 0.46278 -0.67419
H -1.67258 1.97724 -1.31979
H 0.49727 2.90308 -0.84466
H 1.78589 -0.35578 -1.34803
H -1.57244 -0.54404 1.21230
H -0.49514 -1.93732 1.20622
H -0.09139 -0.51139 2.16600
```

=====

No. 3
DFT (the ωB97M-V functional and the def2-TZVPD basis) results for one molecule with the formula C3H5N3 at a distorted geometry.

F_max, eV/Å: 1.42
Energy relative to the best compared isomer or geometry (same formula, charge and spin), kJ/mol: 261.0
Structure (SMILES): C[C@@H]1N=CN=N1

The geometry in XYZ format:
```
11
C3H5N3 the ωB97M-V functional and the def2-TZVPD basis
C -1.13833 -0.53487 -0.21264
N 0.15427 0.72352 0.91088
C 0.83208 1.32889 0.00902
N 1.67738 0.48053 -0.74814
N 1.42551 -0.70615 -0.39751
C 0.31667 -0.64203 0.53570
H -0.89896 -0.33826 -1.25858
H -1.84267 0.25639 0.11892
H -1.59394 -1.49028 -0.02284
H 0.73568 2.38226 -0.20190
H 0.33231 -1.45999 1.26708
```

=====

No. 4
DFT (the ωB97M-V functional and the def2-TZVPD basis) results for C44H47CaF6Ge2NO2PS as an isolated structure at a distorted geometry.

F_max, eV/Å: 3.57
Spin multiplicity: 2
Energy relative to the best compared isomer or geometry (same formula, charge and spin), kJ/mol: 306.8
Total charge: -2
<S²>: 0.7533

The geometry in XYZ format:
```
105
C44H47CaF6Ge2NO2PS the ωB97M-V functional and the def2-TZVPD basis
Ca 0.78820 0.21552 -2.03020
O -0.61645 -0.79000 -3.49637
C -0.84390 -1.55456 -2.55087
O -0.05111 -1.73438 -1.60100
C -2.15002 -2.29537 -2.51459
C -2.57585 -3.04683 -3.59719
C -3.80589 -3.68212 -3.56968
C -4.62731 -3.54995 -2.45990
C -4.20529 -2.80931 -1.37259
C -2.95886 -2.18916 -1.38353
S -2.51036 -1.19960 0.00617
H -1.93373 -3.11746 -4.46491
H -4.11984 -4.27931 -4.41523
H -5.60075 -4.02312 -2.44695
H -4.81846 -2.69994 -0.48932
C -0.61595 -5.41494 1.07458
C -1.07935 -4.25980 0.19932
Ge -0.79716 -2.37294 0.95468
C 1.14746 -1.79783 0.93708
C 1.94617 -2.55565 1.98167
C -1.27108 -2.49997 2.86781
C -1.31593 -1.46502 3.70952
Ge -1.15078 0.36948 2.74900
C -0.35056 1.74879 4.11982
C -0.99273 2.23966 5.40845
C -3.16051 0.91986 2.58756
C -4.15554 1.12150 3.72101
C -1.49121 -1.69006 5.13597
C -2.19303 -0.77193 5.91707
C -2.36541 -0.96233 7.27263
C -1.81509 -2.07041 7.89614
C -1.09557 -2.98388 7.14423
C -0.93051 -2.79476 5.78664
H -0.84869 -6.36970 0.59734
H -1.10687 -5.39128 2.04564
H 0.45624 -5.37202 1.24451
H -2.15090 -4.37025 0.01461
H -0.58349 -4.31881 -0.76991
H 1.16916 -0.73075 1.16272
H 1.57717 -1.97419 -0.04443
H 1.56142 -2.35986 2.98065
H 2.99224 -2.25371 1.94662
H 1.89345 -3.62964 1.80435
H -1.44458 -3.51098 3.23382
H -0.20582 2.61824 3.47383
H 0.65698 1.39104 4.34317
H -2.01205 2.57358 5.23081
H -0.43206 3.09176 5.80974
H -1.01692 1.46441 6.17085
H -3.57869 0.18415 1.90209
H -3.10310 1.84926 2.01528
H -4.30136 0.20923 4.29538
H -5.12861 1.41222 3.31292
H -3.83371 1.90977 4.39726
H -2.59800 0.09684 5.43212
H -2.91672 -0.23473 7.85730
H -1.93133 -2.21659 8.96049
H -0.65210 -3.84782 7.62453
H -0.35735 -3.51275 5.21954
F 2.79929 0.11834 -1.21878
P 3.67321 0.16323 -2.62268
F 2.37796 0.79171 -3.40235
F 3.14373 -1.33042 -2.97461
F 4.14434 1.66558 -2.24310
F 4.51738 0.21280 -3.99791
F 4.93491 -0.45529 -1.82764
C -0.15806 2.19733 -1.63221
C -0.70205 3.25976 -1.89319
C -1.28581 4.50066 -2.20190
C -2.31585 5.00936 -1.34015
C -3.03001 4.12065 -0.51142
C -4.00759 4.57072 0.34656
C -4.31331 5.92450 0.42580
C -3.58057 6.82460 -0.33593
C -2.60511 6.38092 -1.20540
C -0.82122 5.17014 -3.38184
C -1.60267 6.10702 -4.08724
C -1.12502 6.73571 -5.21513
C 0.14323 6.45380 -5.70490
C 0.90491 5.48209 -5.06692
C 0.43602 4.84943 -3.93946
H -2.79100 3.06814 -0.57221
H -4.54122 3.86573 0.96982
H -5.10293 6.27439 1.08001
H -3.77038 7.88856 -0.23288
H -2.02551 7.10786 -1.75638
H -2.61268 6.30360 -3.75798
H -1.75481 7.44595 -5.73954
H 0.52070 6.96475 -6.58268
H 1.87557 5.21937 -5.47137
H 1.03650 4.09293 -3.45017
N 2.00997 1.87020 1.46020
C 2.88368 2.44102 2.33103
C 4.01096 1.72951 2.76064
C 4.89786 2.28024 3.66053
C 4.68323 3.55255 4.16814
C 3.55782 4.25827 3.76907
C 2.66817 3.71736 2.86441
H 2.31411 1.04548 0.97144
H 1.32247 2.43507 0.98922
H 4.17538 0.73583 2.36930
H 5.76899 1.71264 3.96760
H 5.38553 3.98696 4.86546
H 3.37442 5.24722 4.16880
H 1.79267 4.26985 2.55900
```

=====

Which value of energy relative to the best compared isomer or geometry (same formula, charge and spin) does entry 4 give?
306.8 kJ/mol

=====

What is the formula in the first record?
C6H15N